Entry 1:
DFT (ωB97M-V/def2-TZVPD) results for a structure of composition C10H12AlClNP in a non-equilibrium geometry.

Output
HOMO energy (alpha / beta)	-0.2053 / -0.2053	hartree
energy above the lowest of the compared OMol25 structures with the same formula, charge and spin	28.1	kcal per mole
gap between HOMO and LUMO (alpha / beta)	4.28 / 4.28	eV
E_LUMO (alpha / beta)	-0.0480 / -0.0480	Ha
largest force on an atom	4.31	eV Å⁻¹

Cartesian coordinates (Å):
C -1.263 -1.438 0.125
C -0.857 -2.631 0.809
C -0.781 -2.343 2.214
C -1.258 -1.013 2.424
C -1.475 -0.400 1.143
Al 0.046 1.544 -0.964
P 0.229 1.760 -3.246
H -1.395 -1.298 -0.938
H -0.601 -3.565 0.322
H -0.470 -3.023 2.967
H -1.765 0.633 0.937
H -1.391 -0.511 3.375
H -0.728 2.793 -3.563
H -0.128 0.696 -4.157
H 1.443 2.303 -3.807
Cl 4.582 -1.053 0.940
C 3.590 0.342 0.836
C 3.995 1.535 1.447
C 3.169 2.647 1.337
C 1.976 2.575 0.641
N 1.610 1.398 0.033
C 2.385 0.267 0.143
H 4.933 1.561 1.991
H 3.436 3.601 1.791
H 1.292 3.414 0.531
H 2.012 -0.632 -0.340


Entry 2:
DFT (ωB97M-V/def2-TZVPD) results for the molecule C10H12BBrN2O in a non-equilibrium geometry.

Output
HOMO energy	-0.3255	hartree
energy above the lowest of the compared OMol25 structures with the same formula, charge and spin	61.8	kcal per mole
gap between HOMO and LUMO	8.80	eV
E_LUMO	-0.0019	Ha
largest force on an atom	4.90	eV Å⁻¹

Cartesian coordinates (Å):
C -4.351 -1.161 0.199
C -2.882 -1.134 -0.171
C -2.157 0.041 0.439
B -0.684 0.139 0.047
N 0.193 -0.783 -0.496
C 1.589 -0.399 -0.268
C 2.814 -0.903 -0.708
C 4.074 -0.335 -0.251
Br 5.720 -1.504 -0.374
C 4.076 0.933 0.401
C 2.769 1.526 0.462
C 1.566 0.841 0.281
C 0.160 1.443 0.292
N 0.612 2.469 -0.680
O 0.447 2.122 -1.829
H -4.823 -2.100 -0.193
H -5.098 -0.456 0.085
H -4.535 -1.268 1.363
H -2.353 -1.980 0.245
H -2.634 -1.077 -1.304
H -2.633 1.026 0.264
H -2.132 -0.040 1.526
H -0.113 -1.623 -0.960
H 2.996 -1.846 -1.263
H 4.880 1.494 1.041
H 2.722 2.535 0.735
H -0.220 2.041 1.117


Entry 3:
DFT (ωB97M-V/def2-TZVPD) results for a structure of composition C10H12BrCrN3O5Se in a non-equilibrium geometry.

Output
HOMO energy (alpha / beta)	-0.2982 / -0.3118	hartree
multiplicity	5
expectation value of S²	6.015
gap between HOMO and LUMO (alpha / beta)	7.65 / 7.81	eV
E_LUMO (alpha / beta)	-0.0169 / -0.0246	Ha
largest force on an atom	1.80	eV Å⁻¹

Cartesian coordinates (Å):
Cr 0.286 -0.717 -0.343
O 5.157 2.894 0.017
C 4.170 1.995 0.029
C 4.364 0.635 0.277
C 3.287 -0.215 0.252
N 2.029 0.184 -0.008
C 1.874 1.502 -0.223
Br 0.061 1.968 -0.598
C 2.872 2.437 -0.221
H 6.005 2.470 0.189
H 5.349 0.244 0.494
H 3.403 -1.270 0.448
H 2.663 3.481 -0.406
O -1.327 -0.846 -1.717
Se -2.481 -0.560 -0.599
O -3.541 0.532 -1.001
O -1.695 -0.298 0.788
O -3.337 -2.040 -0.421
C -1.872 -5.110 0.477
C -0.618 -4.344 0.201
C 0.691 -4.828 0.057
C 1.465 -3.709 -0.193
N 0.658 -2.629 -0.194
N -0.617 -3.023 0.044
C 2.941 -3.641 -0.419
H -1.647 -6.167 0.601
H -2.585 -5.012 -0.345
H -2.354 -4.755 1.390
H 1.018 -5.854 0.116
H -2.630 -2.681 -0.203
H 3.313 -4.625 -0.695
H 3.467 -3.339 0.491
H 3.184 -2.941 -1.222


Entry 4:
DFT (ωB97M-V/def2-TZVPD) results for a structure of composition C10H12BrIrN3O3.

Output
HOMO energy (alpha / beta)	-0.4305 / -0.4729	hartree
charge	+1
multiplicity	5
expectation value of S²	6.014
energy above the lowest of the compared OMol25 structures with the same formula, charge and spin	2.0	kcal per mole
gap between HOMO and LUMO (alpha / beta)	8.08 / 7.32	eV
E_LUMO (alpha / beta)	-0.1336 / -0.2039	Ha
largest force on an atom	0.60	eV Å⁻¹

Cartesian coordinates (Å):
Ir -0.314 0.065 -0.120
N 0.323 2.113 0.832
C 1.787 2.057 1.033
C 2.176 0.685 1.542
O 3.016 0.526 2.387
N 1.465 -0.358 0.933
C 1.446 -1.560 1.580
C -0.148 -1.514 2.477
O -0.061 -2.089 3.510
O -0.995 -0.898 1.795
H 0.067 2.956 0.329
H -0.157 2.156 1.726
H 2.154 2.798 1.737
H 2.276 2.217 0.070
H 2.203 -1.714 2.340
H 1.229 -2.420 0.950
C -1.138 4.135 -4.158
C -1.547 2.831 -3.526
C -2.682 2.133 -3.922
C -3.031 0.933 -3.318
C -2.204 0.480 -2.323
Br -2.514 -1.110 -1.356
N -1.111 1.119 -1.910
C -0.792 2.276 -2.504
H -1.724 4.337 -5.052
H -0.084 4.122 -4.438
H -1.288 4.964 -3.465
H -3.305 2.526 -4.717
H -3.907 0.375 -3.616
H 0.122 2.752 -2.166


Entry 5:
DFT (ωB97M-V/def2-TZVPD) results for a structure of composition C10H12BrNPZn in a non-equilibrium geometry.

Output
HOMO energy (alpha / beta)	-0.0191 / -0.0190	hartree
charge	-1
energy above the lowest of the compared OMol25 structures with the same formula, charge and spin	0.0	kcal per mole
gap between HOMO and LUMO (alpha / beta)	3.18 / 3.17	eV
E_LUMO (alpha / beta)	0.0976 / 0.0976	Ha
largest force on an atom	2.02	eV Å⁻¹

Cartesian coordinates (Å):
C -1.417 -1.696 -1.933
C -1.622 -0.592 -2.816
C -2.451 0.368 -2.161
C -2.815 -0.145 -0.883
C -2.151 -1.410 -0.690
Zn 0.143 -1.329 -0.050
P 2.070 -2.241 -0.682
H -0.947 -2.653 -2.173
H -1.195 -0.508 -3.816
H -2.753 1.333 -2.572
H -2.351 -2.126 0.114
H -3.475 0.330 -0.160
H 3.158 -1.294 -0.715
H 2.118 -2.915 -1.953
H 2.453 -3.238 0.284
Br 1.097 4.488 0.567
C 0.972 2.722 1.268
C 1.480 2.443 2.539
C 1.388 1.145 3.028
C 0.853 0.149 2.215
N 0.450 0.411 0.952
C 0.448 1.688 0.481
H 1.950 3.234 3.112
H 1.748 0.864 4.018
H 0.780 -0.891 2.549
H 0.068 1.861 -0.524


Entry 6:
DFT (ωB97M-V/def2-TZVPD) results for a structure of composition C10H12ClF11N2O10PS3.

Output
HOMO energy	-0.2381	hartree
charge	-1
gap between HOMO and LUMO	8.21	eV
E_LUMO	0.0635	Ha
largest force on an atom	0.61	eV Å⁻¹

Cartesian coordinates (Å):
C 5.078 -1.731 2.438
C 3.775 -0.934 2.413
Cl 2.395 -1.995 2.662
O 3.750 0.011 3.539
S 4.536 1.339 3.164
O 5.879 1.295 3.615
O 3.702 2.442 3.480
O 4.558 1.074 1.592
C 3.548 0.060 1.222
C 2.155 0.756 1.244
C 1.041 0.439 0.234
C 0.220 -0.848 0.416
C -1.088 -0.680 1.156
F -1.668 -1.897 1.289
F -1.889 0.098 0.423
C -1.068 -0.074 2.574
F -2.272 -0.114 3.133
F -0.656 1.201 2.543
F -0.210 -0.753 3.356
P 4.131 -0.460 -0.476
N 5.562 -0.998 -0.525
O 3.754 0.818 -1.375
O 3.009 -1.507 -0.886
H 5.507 -1.816 1.442
H 5.792 -1.227 3.088
H 4.888 -2.726 2.835
H 1.749 0.675 2.254
H 2.401 1.813 1.113
H 1.425 0.489 -0.784
H 0.341 1.275 0.290
H 0.786 -1.663 0.861
H -0.127 -1.186 -0.566
H 6.155 -0.573 -1.227
H 4.072 1.648 -0.989
H 2.194 -1.136 -1.250
C -5.527 -0.388 -0.560
F -4.839 -0.539 0.582
F -5.907 -1.599 -0.976
F -6.623 0.327 -0.291
S -4.444 0.454 -1.796
O -3.353 -0.458 -2.007
O -4.139 1.730 -1.210
N -5.503 0.493 -2.962
S -5.190 1.135 -4.369
O -4.238 0.409 -5.163
O -5.108 2.569 -4.373
C -6.828 0.755 -5.132
F -7.831 1.347 -4.478
F -7.068 -0.559 -5.169
F -6.829 1.212 -6.394


Entry 7:
DFT (ωB97M-V/def2-TZVPD) results for the molecule C10H12ClFN2O2 in a non-equilibrium geometry.

Output
HOMO energy	-0.3412	hartree
gap between HOMO and LUMO	9.41	eV
E_LUMO	0.0047	Ha
largest force on an atom	15.63	eV Å⁻¹

Cartesian coordinates (Å):
O 0.465 0.150 1.594
C -0.143 0.004 0.535
C -1.461 0.029 0.234
N -2.290 0.281 1.402
C -3.393 -0.657 1.983
C -4.473 -0.017 1.004
O -4.726 1.146 1.123
N 0.572 -0.029 -0.556
C 1.991 0.028 -0.929
C 2.879 -0.001 -0.037
C 4.343 0.253 -0.278
C 4.793 0.326 -1.641
F 6.217 0.107 -1.707
C 3.879 -0.058 -2.523
Cl 4.534 0.029 -4.015
C 2.558 -0.084 -2.245
H -1.925 0.588 -0.663
H -1.694 -1.160 0.125
H -1.490 0.266 2.219
H -3.096 -1.914 1.834
H -3.664 -0.441 2.947
H -5.379 -0.608 1.356
H -4.227 -0.177 -0.067
H -3.749 1.811 1.278
H 0.122 -0.186 -1.569
H 2.660 0.220 1.221
H 4.961 0.165 0.460
H 1.739 -0.070 -3.083


Entry 8:
DFT (ωB97M-V/def2-TZVPD) results for a structure of composition C10H12ClGaNP in a non-equilibrium geometry.

Output
HOMO energy	-0.2044	hartree
energy above the lowest of the compared OMol25 structures with the same formula, charge and spin	0.0	kcal per mole
gap between HOMO and LUMO	5.08	eV
E_LUMO	-0.0178	Ha
largest force on an atom	1.82	eV Å⁻¹

Cartesian coordinates (Å):
C 1.062 -0.207 -1.784
C 0.710 -1.194 -2.656
C -0.423 -2.041 -2.568
C -1.509 -1.937 -1.663
C -1.646 -1.015 -0.669
Ga -0.003 -0.262 -0.272
P 1.199 2.010 0.426
H 1.934 0.434 -1.946
H 1.346 -1.375 -3.539
H -0.515 -2.807 -3.348
H -2.543 -0.967 -0.041
H -2.312 -2.676 -1.830
H 0.416 3.176 0.700
H 2.063 2.506 -0.599
H 2.102 1.994 1.540
Cl 0.328 -4.616 3.168
C 0.192 -2.914 3.086
C -0.013 -2.157 4.242
C -0.160 -0.777 4.105
C -0.106 -0.202 2.836
N 0.124 -0.942 1.737
C 0.267 -2.288 1.837
H -0.062 -2.655 5.204
H -0.325 -0.137 4.969
H -0.226 0.877 2.698
H 0.400 -2.862 0.922


Entry 9:
DFT (ωB97M-V/def2-TZVPD) results for a cluster of 2 separate species, C10H12ClOP in total in a non-equilibrium geometry.

Output
HOMO energy	-0.3051	hartree
energy above the lowest of the compared OMol25 structures with the same formula, charge and spin	54.8	kcal per mole
gap between HOMO and LUMO	8.59	eV
E_LUMO	0.0105	Ha
largest force on an atom	4.11	eV Å⁻¹

Cartesian coordinates (Å):
C 1.157 -1.235 1.648
C 1.943 0.046 1.421
C 0.965 -2.076 0.637
C 2.463 0.373 0.179
C -2.341 1.729 0.430
C -1.760 0.438 0.084
C 1.576 -1.814 -0.748
C -3.589 1.967 0.727
C -1.882 -0.212 -1.055
C 1.860 -0.283 -0.978
O 0.508 2.037 -1.508
P 0.563 0.686 -1.962
Cl 2.842 -0.064 -2.431
H 0.749 -1.472 2.709
H 2.225 0.643 2.351
H 0.642 -3.050 0.929
H 3.183 1.147 0.146
H -1.634 2.429 0.170
H -0.880 0.005 0.717
H 2.630 -2.314 -0.858
H 0.942 -2.242 -1.511
H -4.394 1.294 1.083
H -3.838 3.028 0.951
H -1.317 -1.088 -1.355
H -2.612 0.030 -1.778


Entry 10:
DFT (ωB97M-V/def2-TZVPD) results for the molecule C10H12INS in a non-equilibrium geometry.

Output
HOMO energy	-0.2922	hartree
energy above the lowest of the compared OMol25 structures with the same formula, charge and spin	0.0	kcal per mole
gap between HOMO and LUMO	8.38	eV
E_LUMO	0.0158	Ha
largest force on an atom	3.36	eV Å⁻¹

Cartesian coordinates (Å):
C 2.523 1.823 -1.729
S 2.206 0.626 -0.358
C 0.386 0.878 -0.352
C -0.182 0.446 0.905
C -0.134 1.045 2.136
C -0.633 0.353 3.216
C -1.163 -0.915 3.066
C -1.282 -1.502 1.785
C -0.777 -0.775 0.696
N -0.822 -1.080 -0.703
C -1.413 -2.223 -1.243
C -0.345 0.039 -1.380
I -2.063 1.346 -2.075
H 2.640 2.778 -1.099
H 1.682 1.993 -2.359
H 3.341 1.424 -2.311
H 0.269 1.965 -0.499
H 0.106 2.069 2.268
H -0.471 0.617 4.245
H -1.547 -1.247 4.040
H -1.848 -2.491 1.670
H -2.375 -1.891 -1.748
H -0.869 -2.689 -2.034
H -1.737 -2.900 -0.473
H 0.190 -0.139 -2.309


Entry 11:
DFT (ωB97M-V/def2-TZVPD) results for a cluster of 2 separate species, C10H12N2 in total in a non-equilibrium geometry.

Output
HOMO energy (alpha / beta)	-0.2901 / -0.2902	hartree
energy above the lowest of the compared OMol25 structures with the same formula, charge and spin	102.6	kcal per mole
gap between HOMO and LUMO (alpha / beta)	7.69 / 7.70	eV
E_LUMO (alpha / beta)	-0.0074 / -0.0073	Ha
largest force on an atom	4.85	eV Å⁻¹

Cartesian coordinates (Å):
C 3.065 0.707 -1.202
C 1.830 1.004 -0.816
C 2.658 -0.848 0.105
C -1.938 0.463 -0.945
C -2.797 0.083 0.131
C -1.090 -0.540 -1.222
C -2.337 -1.172 0.535
C -1.164 -1.534 -0.125
C -0.381 1.015 1.375
C 0.437 -0.182 0.996
N 3.548 -0.418 -0.616
N 1.536 0.014 0.120
H 3.585 1.130 -2.043
H 1.080 1.829 -1.183
H 2.935 -1.731 0.725
H -1.914 1.396 -1.554
H -3.685 0.702 0.427
H -0.314 -0.483 -1.962
H -2.842 -1.692 1.307
H -0.812 -2.606 -0.121
H -1.513 0.871 1.088
H -0.024 1.854 0.829
H -0.268 1.121 2.458
H 0.405 -0.983 1.693


Entry 12:
DFT (ωB97M-V/def2-TZVPD) results for a cluster of 2 separate species, C10H12N2O3 in total in a non-equilibrium geometry.

Output
HOMO energy	-0.3387	hartree
energy above the lowest of the compared OMol25 structures with the same formula, charge and spin	17.8	kcal per mole
gap between HOMO and LUMO	10.10	eV
E_LUMO	0.0323	Ha
largest force on an atom	1.70	eV Å⁻¹

Cartesian coordinates (Å):
C 0.229 2.582 3.512
C -0.992 2.105 3.069
C 1.392 2.225 2.848
C -1.045 1.254 1.978
C 1.345 1.370 1.762
C 0.122 0.863 1.333
C -0.004 -0.039 0.158
C -0.791 -0.807 -3.866
C -1.775 -1.659 -3.066
C 0.329 -2.454 -2.784
N 1.871 -1.373 0.985
N 0.857 -1.079 0.068
O -0.860 0.110 -0.699
O 0.478 -1.434 -3.568
O -0.913 -2.661 -2.481
H 0.272 3.237 4.369
H -1.905 2.395 3.569
H 2.342 2.619 3.178
H -1.993 0.883 1.618
H 2.252 1.107 1.243
H -0.944 -0.847 -4.947
H -0.740 0.225 -3.519
H -2.232 -1.107 -2.244
H -2.529 -2.163 -3.670
H 0.741 -1.682 -0.752
H 2.775 -1.376 0.515
H 1.719 -2.293 1.393